# 1
This record from OMol25 describes 2 unconnected molecules or ions with the total composition C3H7BrS3. The level of theory is ωB97M-V/def2-TZVPD.

Structure (XYZ):
```
14
Properties=species:S:1:pos:R:3:forces:R:3:nbo_charge:R:1
C -2.110 0.366 -0.521 -0.028 0.040 0.069 -0.701
C -1.335 -0.669 -1.228 0.017 0.071 -0.035 -0.220
C 1.636 0.418 0.591 0.378 0.029 0.274 -0.592
S 1.330 2.124 0.844 0.079 -0.166 -0.296 0.080
S 2.564 0.079 -0.861 -0.163 -0.035 0.037 0.062
S 1.857 -0.551 2.051 -0.075 0.212 -0.227 0.044
Br -0.731 -2.188 -0.342 -0.017 -0.109 -0.008 0.049
H -1.475 1.188 -0.170 0.060 -0.005 0.015 0.231
H -2.622 -0.051 0.341 -0.107 -0.002 0.095 0.225
H -2.851 0.801 -1.196 -0.025 0.013 0.001 0.229
H -0.891 -0.498 -2.190 0.130 -0.062 -0.140 0.193
H 0.714 1.947 2.010 -0.180 0.032 0.242 0.138
H 2.396 -1.253 -0.805 -0.020 0.075 -0.061 0.134
H 1.516 -1.712 1.475 -0.048 -0.094 0.032 0.127
```
Positions in Å, forces in eV/Å.

Values from the calculation:
Gap between HOMO and LUMO (spin up / spin down) = 7.645 / 7.363 eV
Energy relative to the best compared isomer or geometry (same formula, charge and spin) = 48.6 kcal/mol
HOMO (spin up / spin down) = -7.8897 / -7.1767 eV
Multiplicity = 1
Strongest force on any atom = 0.47 eV/A

***

# 2
This record from OMol25 describes a molecular structure, C18H18BBr2N6PdS2. The level of theory is ωB97M-V/def2-TZVPD.

Structure (XYZ):
```
48
Properties=species:S:1:pos:R:3:forces:R:3:nbo_charge:R:1
Pd -0.223 0.121 0.128 0.090 0.177 -0.140 0.750
C -0.724 2.321 2.949 -0.038 0.106 0.024 -0.403
N 0.559 2.651 2.357 0.018 -0.027 -0.258 -0.340
C 1.736 2.885 3.035 -0.005 -0.037 0.077 -0.069
C 2.684 3.120 2.101 0.124 0.017 0.001 -0.031
N 2.098 3.032 0.861 -0.187 -0.202 -0.146 -0.477
B 2.788 3.238 -0.518 -0.051 0.129 0.053 0.177
N 2.796 1.910 -1.384 -0.038 -0.180 0.079 -0.450
C 3.126 2.006 -2.713 -0.011 0.139 -0.057 -0.024
C 3.084 0.773 -3.264 0.002 -0.025 -0.044 -0.068
N 2.729 -0.090 -2.259 -0.062 0.106 0.110 -0.331
C 2.518 -1.517 -2.398 0.032 -0.083 0.002 -0.404
C 2.549 0.624 -1.117 0.322 -0.108 -0.197 0.246
S 2.148 -0.140 0.387 -0.407 0.081 -0.074 -0.169
C 0.808 2.736 1.033 0.091 0.304 0.290 0.276
S -0.339 2.468 -0.241 -0.044 -0.563 0.310 -0.117
H -0.621 2.318 4.031 0.029 0.019 -0.006 0.230
H -1.050 1.336 2.619 -0.005 -0.076 -0.019 0.212
H -1.470 3.058 2.660 -0.005 0.005 0.003 0.226
H 1.790 2.871 4.109 -0.024 0.003 -0.019 0.238
H 3.727 3.354 2.216 -0.021 0.000 -0.044 0.248
H 3.924 3.574 -0.335 0.026 0.017 0.055 -0.026
H 2.137 4.035 -1.142 0.065 0.014 -0.066 -0.024
H 3.361 2.957 -3.160 -0.006 -0.023 0.033 0.247
H 3.274 0.439 -4.269 -0.013 -0.004 0.028 0.239
H 2.801 -1.815 -3.404 0.003 0.038 -0.005 0.228
H 1.470 -1.764 -2.233 -0.025 0.003 -0.009 0.213
H 3.130 -2.059 -1.680 0.008 0.010 0.007 0.226
Br -7.027 -1.183 -0.097 0.113 0.021 -0.003 0.144
C -5.189 -0.810 0.015 -0.094 0.003 0.003 -0.034
C -4.744 0.495 0.125 -0.016 -0.021 0.015 -0.264
C -3.380 0.702 0.206 -0.094 0.031 -0.004 0.070
N -2.491 -0.290 0.194 0.187 0.092 -0.155 -0.517
C -2.921 -1.552 0.086 -0.090 0.074 0.039 0.265
C -4.273 -1.848 -0.011 -0.002 -0.072 0.005 -0.266
C -1.874 -2.611 0.084 0.095 -0.083 -0.034 0.156
C -2.192 -3.961 0.038 -0.078 0.002 -0.007 -0.247
C -1.167 -4.891 0.031 -0.006 -0.105 -0.006 -0.031
Br -1.570 -6.725 -0.051 0.030 0.126 0.009 0.143
C 0.147 -4.463 0.089 -0.031 -0.024 -0.005 -0.268
C 0.374 -3.100 0.149 0.045 -0.080 0.052 0.076
N -0.602 -2.194 0.133 0.019 0.142 0.119 -0.493
H -5.432 1.327 0.147 0.012 0.001 -0.010 0.254
H -2.980 1.706 0.275 0.033 -0.018 0.025 0.226
H -4.626 -2.863 -0.107 0.013 0.010 0.006 0.240
H -3.215 -4.301 0.011 0.009 0.013 -0.009 0.241
H 0.969 -5.163 0.090 0.003 0.017 0.026 0.252
H 1.382 -2.713 0.224 -0.014 0.032 -0.057 0.228
```
Positions in Å, forces in eV/Å.

Values from the calculation:
Net charge = +1
Gap between HOMO and LUMO (spin up / spin down) = 6.933 / 5.518 eV
HOMO (spin up / spin down) = -10.4318 / -11.0531 eV
Multiplicity = 3
Strongest force on any atom = 0.64 eV/A

***

# 3
This record from OMol25 describes a single C22H32NO6P molecule at a distorted geometry. The level of theory is ωB97M-V/def2-TZVPD.

Structure (XYZ):
```
62
Properties=species:S:1:pos:R:3:forces:R:3:nbo_charge:R:1
C 4.061 -0.372 5.867 -0.147 -0.149 -0.141 -0.606
C 3.663 -1.133 4.608 0.247 0.073 -0.051 -0.394
C 4.264 -0.528 3.338 -0.431 0.097 0.050 -0.423
C 3.573 0.758 2.894 0.917 0.085 0.150 -0.069
O 2.241 0.514 2.469 -0.821 -0.345 -0.563 -0.836
P 1.966 0.247 0.882 -0.591 -0.079 0.956 2.160
O 3.093 0.635 0.027 0.264 0.103 -0.544 -1.098
C 0.387 1.053 0.584 0.733 -0.189 0.105 -0.511
C 0.180 1.649 -0.652 0.100 -0.008 0.138 -0.149
C -1.072 2.082 -1.026 -0.162 0.118 -0.115 -0.255
C -2.176 1.902 -0.178 0.238 -0.043 0.042 0.203
N -3.439 2.264 -0.555 -0.218 0.039 -0.081 -0.418
C -3.678 3.075 -1.721 0.111 -0.020 -0.115 -0.402
C -4.593 1.730 0.127 0.022 0.028 0.175 -0.407
C -1.942 1.334 1.087 -0.155 -0.040 0.082 -0.281
C -0.687 0.910 1.454 0.114 0.164 -0.024 -0.135
C 1.575 -1.591 0.826 0.602 0.661 -0.466 -0.250
O 1.017 -2.054 2.018 -0.337 0.002 0.467 -0.709
C 0.640 -1.682 -0.342 -0.406 -0.426 -0.112 -0.024
C 1.156 -1.508 -1.620 0.095 -0.074 -0.230 -0.354
C 0.299 -1.388 -2.700 -0.058 0.010 0.051 0.353
O 0.726 -1.220 -3.986 -0.450 -0.105 0.182 -0.515
C 2.111 -1.171 -4.230 0.234 0.020 -0.043 -0.252
C -1.099 -1.415 -2.514 -0.165 0.162 -0.293 0.135
O -1.949 -1.277 -3.600 0.406 -0.404 0.360 -0.526
C -1.874 -0.043 -4.284 -0.028 0.273 -0.152 -0.249
C -1.606 -1.619 -1.228 0.182 0.024 0.008 0.297
O -2.915 -1.679 -0.859 0.297 -0.009 0.055 -0.500
C -3.953 -1.530 -1.802 -0.353 -0.075 -0.188 -0.237
C -0.722 -1.763 -0.157 0.070 -0.156 -0.070 -0.265
H 3.640 -0.852 6.747 -0.007 0.037 0.132 0.212
H 5.144 -0.351 5.973 0.117 0.027 0.049 0.202
H 3.701 0.654 5.836 -0.009 0.138 0.067 0.199
H 3.999 -2.168 4.699 -0.105 -0.030 -0.010 0.206
H 2.574 -1.147 4.525 -0.046 -0.104 -0.002 0.189
H 5.321 -0.313 3.500 0.076 -0.023 -0.055 0.209
H 4.187 -1.244 2.515 0.126 -0.001 -0.048 0.208
H 4.132 1.207 2.065 -0.085 0.015 0.196 0.212
H 3.506 1.477 3.714 0.011 -0.030 -0.080 0.183
H 1.021 1.760 -1.320 0.051 0.012 -0.139 0.232
H -1.196 2.533 -1.998 -0.044 0.030 -0.085 0.207
H -2.919 3.853 -1.804 -0.026 0.023 -0.047 0.208
H -3.681 2.487 -2.648 0.007 0.064 -0.040 0.184
H -4.647 3.564 -1.622 0.027 0.001 -0.020 0.207
H -4.415 0.694 0.419 -0.047 -0.023 0.025 0.212
H -4.844 2.313 1.021 -0.077 -0.076 0.031 0.190
H -5.449 1.749 -0.546 0.003 -0.004 0.013 0.205
H -2.754 1.224 1.787 -0.101 -0.011 0.060 0.216
H -0.531 0.468 2.426 -0.069 -0.070 0.125 0.219
H 2.520 -2.117 0.603 -0.151 0.195 -0.007 0.200
H 1.302 -1.462 2.727 0.035 -0.121 0.028 0.486
H 2.224 -1.453 -1.745 0.148 0.053 -0.090 0.234
H 2.584 -0.339 -3.699 -0.005 -0.039 -0.002 0.184
H 2.601 -2.108 -3.946 -0.008 0.036 0.010 0.180
H 2.213 -1.023 -5.304 0.047 -0.013 0.085 0.198
H -0.926 0.072 -4.811 -0.100 0.003 0.040 0.195
H -2.693 -0.054 -5.003 0.016 0.077 0.013 0.188
H -2.003 0.796 -3.590 -0.028 -0.038 -0.012 0.164
H -3.975 -0.522 -2.223 0.008 -0.014 -0.013 0.168
H -4.872 -1.705 -1.241 0.045 0.032 -0.044 0.184
H -3.874 -2.257 -2.612 -0.054 0.085 0.077 0.195
H -1.133 -1.912 0.827 -0.064 0.032 0.115 0.242
```
Positions in Å, forces in eV/Å.

Values from the calculation:
Gap between HOMO and LUMO = 8.374 eV
Structure (SMILES) = CCCCO[P@](=O)(c1ccc(N(C)C)cc1)[C@@H](O)c1cc(OC)c(OC)c(OC)c1
Energy relative to the best compared isomer or geometry (same formula, charge and spin) = 5.4 kcal/mol
HOMO = -7.7001 eV
Multiplicity = 1
Strongest force on any atom = 1.13 eV/A

***

# 4
This record from OMol25 describes a molecular structure, C2H3ClF2O at a distorted geometry. The level of theory is ωB97M-V/def2-TZVPD.

Structure (XYZ):
```
9
Properties=species:S:1:pos:R:3:forces:R:3:nbo_charge:R:1
C -0.084 -0.767 -0.174 -0.524 -0.698 0.407 0.315
C 0.189 1.905 -0.280 -0.149 -4.414 -0.260 0.403
O 0.020 0.280 -0.992 0.418 4.463 -0.048 -0.577
F 1.153 -1.177 0.298 0.465 -0.050 0.294 -0.390
F -0.808 1.964 0.590 -0.063 0.294 -0.077 -0.305
Cl 0.080 3.003 -1.559 -0.047 -0.025 -0.213 0.076
H -0.467 -1.591 -0.798 0.010 0.146 0.260 0.156
H -0.717 -0.618 0.711 0.052 0.103 -0.068 0.130
H 1.152 1.834 0.230 -0.160 0.180 -0.296 0.192
```
Positions in Å, forces in eV/Å.

Values from the calculation:
Gap between HOMO and LUMO = 11.670 eV
Energy relative to the best compared isomer or geometry (same formula, charge and spin) = 32.5 kcal/mol
HOMO = -10.8805 eV
Multiplicity = 1
Strongest force on any atom = 4.48 eV/A

***

# 5
This record from OMol25 describes 2 unconnected molecules or ions with the total composition C4H12 at a distorted geometry. The level of theory is ωB97M-V/def2-TZVPD.

Structure (XYZ):
```
16
Properties=species:S:1:pos:R:3:forces:R:3:nbo_charge:R:1
C -2.415 -2.256 0.336 1.247 -1.421 0.618 -0.606
C -1.278 -1.264 0.559 -1.356 1.257 0.329 -0.606
H -1.893 -3.305 0.121 -1.762 2.098 -0.002 0.203
H -2.937 -2.319 1.280 -0.119 -0.526 0.467 0.198
H -3.206 -1.888 -0.310 0.398 -0.446 -0.832 0.209
H -1.699 -0.244 0.916 0.937 -1.373 -1.185 0.200
H -0.706 -1.603 1.385 0.661 -0.392 0.907 0.199
H -0.599 -1.284 -0.284 0.006 0.813 -0.306 0.204
C 1.221 2.064 -0.742 -3.716 -1.432 -0.173 -0.635
C 2.486 1.452 -0.266 2.065 2.186 3.138 -0.621
H 0.484 2.656 -0.122 1.866 0.151 0.216 0.214
H 1.349 2.597 -1.694 -0.200 -0.399 0.269 0.213
H 0.500 1.217 -0.796 0.215 0.215 -1.314 0.206
H 2.945 2.352 0.291 0.170 -1.678 -0.339 0.197
H 3.153 1.293 -1.068 0.622 -0.291 -1.107 0.209
H 2.596 0.533 0.394 -1.036 1.237 -0.687 0.216
```
Positions in Å, forces in eV/Å.

Values from the calculation:
Gap between HOMO and LUMO = 11.700 eV
Structure (SMILES) = CC.CC
Energy relative to the best compared isomer or geometry (same formula, charge and spin) = 31.0 kcal/mol
HOMO = -10.5957 eV
Multiplicity = 1
Strongest force on any atom = 4.35 eV/A

***

# 6
This record from OMol25 describes 6 unconnected molecules or ions with the total composition C21H48BrO15S5 at a distorted geometry. The level of theory is ωB97M-V/def2-TZVPD.

Structure (XYZ):
```
90
Properties=species:S:1:pos:R:3:forces:R:3:mulliken_charge:R:1
C -5.241 -2.972 -0.082 0.667 -0.380 0.591 -0.937
C -5.142 -2.538 1.070 -1.187 0.886 -0.672 0.508
C -5.268 -1.929 2.330 1.444 -1.350 -0.046 -1.015
C -4.091 -1.068 2.816 -1.299 0.610 0.109 0.318
C -4.596 0.366 3.094 -0.210 -0.032 -0.046 -0.835
C -4.830 1.098 1.789 0.234 -0.335 0.438 -0.300
Br -6.213 2.484 1.972 0.187 0.039 -0.144 -0.264
H -5.561 -3.137 -1.076 -0.164 0.011 -0.262 0.425
H -5.432 -2.762 3.018 -0.486 0.261 0.427 0.090
H -3.314 -1.009 2.070 0.627 0.020 -0.103 -0.511
H -3.686 -1.416 3.767 0.262 -0.288 -0.056 0.432
H -3.932 0.924 3.758 0.067 0.174 -0.019 0.407
H -5.568 0.265 3.568 -0.032 -0.089 0.329 0.419
H -3.922 1.581 1.457 0.035 0.242 -0.299 0.206
H -5.184 0.379 1.061 -0.266 0.090 -0.206 0.278
O -6.050 -5.429 3.225 -0.340 -0.088 0.174 -0.578
S -5.512 -6.579 2.576 0.470 0.166 -0.235 1.166
O -6.364 -7.492 1.874 -0.186 -0.005 0.057 -0.644
O -4.659 -7.407 3.655 0.147 -0.105 -0.075 -0.283
C -5.318 -7.781 4.872 -0.285 -0.131 0.371 -0.360
C -6.300 -8.922 4.681 -0.108 0.025 -0.182 -0.981
C -4.185 -6.117 1.526 0.159 -0.133 -0.038 -0.912
H -5.805 -6.908 5.312 0.003 0.063 -0.132 0.324
H -4.525 -8.088 5.553 0.150 0.073 -0.138 0.276
H -7.137 -8.622 4.053 0.004 0.023 0.010 0.301
H -6.697 -9.243 5.646 0.082 0.019 0.041 0.383
H -5.814 -9.768 4.195 0.029 -0.018 0.054 0.255
H -3.515 -5.452 2.062 -0.078 0.069 0.022 0.301
H -4.613 -5.599 0.668 -0.077 0.166 0.101 0.293
H -3.670 -7.022 1.211 -0.034 -0.022 0.018 0.385
O -1.537 0.649 0.150 0.344 0.233 0.044 -0.646
S -1.099 -0.567 -0.481 -0.580 -0.616 -0.409 1.213
O 0.109 -1.203 -0.046 0.166 0.252 0.179 -0.699
O -1.020 -0.322 -2.060 -0.065 0.017 0.064 -0.316
C -0.218 0.770 -2.549 0.424 0.332 -0.081 -0.151
C 1.268 0.479 -2.469 0.076 -0.097 0.264 -0.853
C -2.412 -1.737 -0.488 0.345 0.154 -0.334 -1.168
H -0.474 1.689 -2.017 -0.066 -0.082 0.094 0.206
H -0.511 0.908 -3.589 -0.188 -0.167 0.032 0.161
H 1.596 0.398 -1.433 -0.008 0.032 0.003 0.205
H 1.841 1.277 -2.943 -0.095 0.015 -0.084 0.357
H 1.500 -0.466 -2.960 -0.014 0.039 -0.088 0.332
H -3.320 -1.264 -0.843 -0.043 0.026 0.071 0.346
H -2.549 -2.091 0.524 -0.034 -0.007 0.148 0.350
H -2.124 -2.564 -1.131 -0.003 0.001 0.000 0.419
O 2.611 2.816 0.366 0.033 0.284 -0.323 -0.582
S 1.575 3.783 0.140 -0.584 0.019 0.499 1.134
O 1.193 4.149 -1.189 0.279 -0.114 -0.213 -0.613
O 1.937 5.104 0.962 -0.044 -0.003 0.022 -0.305
C 3.223 5.707 0.731 0.447 0.234 -0.176 -0.108
C 3.295 6.441 -0.595 -0.119 -0.128 -0.156 -1.039
C 0.137 3.327 1.030 -0.056 0.024 0.084 -0.623
H 4.006 4.950 0.808 -0.108 -0.101 -0.021 0.091
H 3.368 6.409 1.550 -0.189 -0.085 0.106 0.318
H 3.214 5.752 -1.434 0.017 -0.014 0.014 0.270
H 4.246 6.969 -0.680 0.001 0.015 0.095 0.410
H 2.479 7.157 -0.680 0.030 0.044 0.042 0.261
H 0.412 3.074 2.051 0.029 -0.007 -0.008 0.356
H -0.296 2.460 0.530 0.033 -0.045 0.011 0.084
H -0.564 4.157 1.008 0.019 0.020 -0.025 0.394
O 2.167 0.656 -8.292 -0.180 -0.108 0.042 -0.657
S 2.848 1.285 -7.203 0.339 0.341 -0.084 1.156
O 2.551 0.927 -5.853 -0.153 -0.221 0.083 -0.479
O 2.722 2.863 -7.361 0.143 0.004 -0.054 -0.268
C 1.396 3.422 -7.475 -0.599 0.199 0.080 -0.390
C 0.653 3.434 -6.153 0.109 -0.202 0.109 -0.822
C 4.586 1.174 -7.452 0.081 0.044 -0.040 -0.984
H 0.835 2.888 -8.243 0.122 -0.126 0.007 0.338
H 1.540 4.442 -7.827 0.246 -0.047 -0.031 0.263
H 0.442 2.423 -5.807 -0.020 -0.001 -0.026 0.155
H -0.297 3.959 -6.260 0.034 0.057 -0.063 0.414
H 1.246 3.926 -5.382 -0.027 0.061 -0.015 0.268
H 4.818 1.474 -8.470 -0.023 0.012 -0.002 0.339
H 4.866 0.136 -7.288 -0.064 -0.022 0.013 0.370
H 5.085 1.815 -6.730 -0.025 -0.001 0.021 0.311
O 8.299 1.520 2.251 0.084 -0.115 -0.185 -0.652
S 7.384 0.802 3.085 -0.320 0.283 0.370 1.238
O 7.084 -0.569 2.822 0.166 -0.128 -0.168 -0.610
O 6.038 1.630 3.203 0.062 -0.006 0.118 -0.303
C 5.353 2.008 1.982 -0.357 0.124 -0.600 -0.219
C 4.628 0.857 1.325 0.383 -0.518 0.146 -0.870
C 7.879 0.958 4.768 0.030 0.037 0.080 -0.944
H 6.062 2.477 1.297 0.141 -0.069 0.114 0.310
H 4.633 2.769 2.277 0.087 -0.012 0.238 0.109
H 5.323 0.099 0.963 0.057 0.029 0.055 0.412
H 4.051 1.214 0.484 -0.072 0.102 -0.025 0.282
H 3.959 0.370 2.035 -0.075 0.065 -0.025 0.292
H 8.086 2.002 4.981 -0.019 0.008 -0.017 0.309
H 8.777 0.358 4.894 0.003 -0.016 -0.060 0.370
H 7.083 0.577 5.402 -0.017 -0.011 -0.023 0.312
```
Positions in Å, forces in eV/Å.

Values from the calculation:
Net charge = -1
Gap between HOMO and LUMO = 4.022 eV
Energy relative to the best compared isomer or geometry (same formula, charge and spin) = 0.0 kcal/mol
HOMO = -2.3089 eV
Multiplicity = 1
Strongest force on any atom = 1.98 eV/A